The following is a DFT calculation (ωB97M-V with the def2-TZVPD basis set) of a single C5H11N3 molecule.

Last column: Löwdin charge in e.
Positions of all 19 atoms, in Å:
H1 2.3847 1.8230 -1.7031  0.098
H2 0.0827 2.4176 -0.7908  0.098
H3 -2.5231 -0.0818 2.7310  0.056
H4 0.3255 -2.2775 -0.8691  -0.011
N1 -1.3808 -0.0055 1.0035  -0.074
H5 -3.2164 -0.9463 1.3649  0.068
H6 -1.2288 -2.6255 -0.0631  0.020
H7 -0.2477 1.8581 0.8707  0.073
H8 3.0252 0.4140 -2.4624  0.108
C1 -2.2740 -0.7159 1.8798  -0.171
H9 1.3929 2.2248 0.4185  0.089
C2 -0.5786 -0.6265 0.2225  -0.409
N2 0.5763 0.4220 -0.3406  -0.022
C3 -0.4994 -1.8731 -0.3098  -0.043
C4 0.4565 1.8122 0.0388  -0.063
C5 1.5200 0.0420 -1.1283  -0.163
H10 1.6268 -1.0183 -1.3320  0.126
N3 2.4137 0.8201 -1.7774  0.151
H11 -1.8555 -1.6634 2.2466  0.069

Electronic energy (Eh): -361.28359
Max |F| (eV/Å): 1.15
2S+1: 1
LUMO (eV): 0.331
Orbital gap (eV): 6.453
Charge: 0
Energy above the lowest of the compared OMol25 structures with the same formula, charge and spin (kJ/mol): 277.8